This record from the OMol25 dataset describes C13H16BrNO2S in the gas phase. The level of theory is the ωB97M-V functional and the def2-TZVPD basis.

CARTESIAN COORDINATES (ANGSTROEM)
1 O -0.439 0.213 -1.096
2 C 0.040 0.375 0.002
3 C -0.112 1.665 0.806
4 S -1.480 2.690 0.188
5 C -2.851 1.584 0.170
6 C -2.900 0.402 0.897
7 C -4.020 -0.406 0.828
8 C -5.094 -0.021 0.045
9 Br -6.634 -1.136 -0.043
10 C -5.066 1.164 -0.673
11 C -3.942 1.961 -0.609
12 N 0.736 -0.572 0.668
13 C 1.126 -1.821 0.057
14 C 2.614 -1.804 -0.325
15 C 2.959 -0.743 -1.393
16 C 3.809 0.277 -0.631
17 C 4.395 -0.587 0.484
18 O 3.363 -1.482 0.843
19 H 0.773 2.287 0.663
20 H -0.239 1.472 1.872
21 H -2.076 0.090 1.518
22 H -4.056 -1.330 1.384
23 H -5.910 1.455 -1.279
24 H -3.897 2.883 -1.168
25 H 1.249 -0.335 1.505
26 H 0.948 -2.630 0.769
27 H 0.510 -1.967 -0.832
28 H 2.893 -2.810 -0.670
29 H 3.536 -1.196 -2.198
30 H 2.061 -0.302 -1.818
31 H 3.181 1.063 -0.209
32 H 4.577 0.735 -1.249
33 H 5.269 -1.144 0.119
34 H 4.677 -0.029 1.379

## Properties
HOMO: -8.11 eV
Total charge: 0
E_LUMO: 0.551 eV
SMILES string: O=C(CSc1ccc(Br)cc1)NC[C@H]1CCCO1
Energy above the lowest of the compared OMol25 structures with the same formula, charge and spin: 0.0 kcal/mol

---

This record from the OMol25 dataset describes a molecular structure, C13H16Cl8CuF15MgNaO15S5 in a non-equilibrium geometry. The level of theory is the ωB97M-V functional and the def2-TZVPD basis.

CARTESIAN COORDINATES (ANGSTROEM)
1 Na 2.971 1.960 -1.754
2 Cu 1.106 0.514 3.555
3 Mg 2.000 -2.929 -0.220
4 C 0.958 -1.745 -4.516
5 F -0.037 -0.963 -4.232
6 F 0.495 -2.994 -4.606
7 F 1.491 -1.450 -5.742
8 S 2.399 -1.722 -3.199
9 O 1.898 -2.400 -2.005
10 O 3.668 -2.404 -3.641
11 O 2.642 -0.293 -2.948
12 C 1.599 -4.034 4.190
13 F 1.946 -3.603 5.422
14 F 2.102 -5.223 3.959
15 F 0.247 -4.083 4.027
16 S 2.334 -2.782 2.900
17 O 1.910 -3.339 1.607
18 O 1.643 -1.523 3.287
19 O 3.746 -2.771 3.012
20 C 5.762 -1.074 1.304
21 F 5.991 -2.320 1.541
22 F 5.222 -0.426 2.295
23 F 6.967 -0.581 1.052
24 S 4.635 -0.949 -0.226
25 O 3.373 -1.634 0.123
26 O 4.472 0.466 -0.651
27 O 5.290 -1.651 -1.289
28 C -1.435 0.026 -0.501
29 F -1.459 -0.264 -1.776
30 F -1.993 1.211 -0.190
31 F -2.174 -0.942 -0.019
32 S 0.344 -0.159 0.267
33 O 0.235 0.264 1.693
34 O 0.769 -1.551 0.112
35 O 1.248 0.707 -0.527
36 C 4.363 3.401 2.924
37 F 4.220 4.716 2.735
38 F 5.403 3.025 2.256
39 F 4.557 3.068 4.232
40 S 2.640 2.448 2.309
41 O 1.606 2.620 3.358
42 O 2.253 2.868 0.969
43 O 2.938 1.020 2.417
44 Cl -3.556 1.299 -6.736
45 C -2.178 1.070 -5.573
46 C -2.305 1.753 -4.191
47 Cl -3.791 1.283 -3.390
48 H -1.204 1.281 -6.013
49 H -1.967 0.003 -5.508
50 H -2.157 2.831 -4.133
51 H -1.566 1.235 -3.579
52 Cl -4.571 -0.917 2.769
53 C -4.654 0.581 1.897
54 C -5.668 1.545 2.485
55 Cl -5.563 2.038 4.217
56 H -4.907 0.281 0.880
57 H -3.656 1.015 1.840
58 H -6.711 1.248 2.384
59 H -5.524 2.469 1.925
60 Cl -3.495 5.845 1.908
61 C -3.175 5.959 0.124
62 C -2.470 4.696 -0.284
63 Cl -1.871 4.758 -1.973
64 H -2.609 6.878 -0.028
65 H -4.073 6.016 -0.491
66 H -3.196 3.887 -0.201
67 H -1.594 4.560 0.350
68 Cl -2.088 -3.574 1.689
69 C -2.828 -4.416 0.244
70 C -1.985 -4.110 -0.986
71 Cl -0.238 -4.368 -0.702
72 H -3.899 -4.219 0.205
73 H -2.714 -5.478 0.457
74 H -2.059 -3.081 -1.338
75 H -2.073 -4.875 -1.758

## Properties
HOMO (alpha / beta): -2.97 / -7.30 eV
Total charge: -1
E_LUMO (alpha / beta): 1.276 / 0.892 eV
2S+1: 3

---

This record from the OMol25 dataset describes a molecular structure, C13H16HgNO4S3. The level of theory is the ωB97M-V functional and the def2-TZVPD basis.

CARTESIAN COORDINATES (ANGSTROEM)
1 Hg -0.238 -0.201 -0.333
2 C 0.203 2.091 2.126
3 C 1.113 1.066 2.790
4 S 1.719 -0.171 1.602
5 C 1.311 -1.808 2.294
6 C -0.095 -2.034 2.812
7 S -1.353 -1.899 1.489
8 C -2.598 -0.807 2.242
9 C -2.132 0.564 2.703
10 S -1.347 1.521 1.361
11 H -0.047 2.870 2.847
12 H 0.711 2.543 1.272
13 H 1.989 1.593 3.168
14 H 0.650 0.543 3.624
15 H 1.485 -2.469 1.442
16 H 2.045 -2.020 3.071
17 H -0.153 -3.056 3.187
18 H -0.365 -1.361 3.624
19 H -3.334 -0.700 1.445
20 H -3.054 -1.349 3.070
21 H -3.005 1.128 3.029
22 H -1.434 0.508 3.535
23 O 0.343 3.500 -2.862
24 C 0.296 2.305 -2.225
25 O 0.140 2.287 -0.972
26 C 0.415 1.153 -3.039
27 C 0.633 1.150 -4.439
28 C 0.778 -0.038 -5.095
29 C 0.695 -1.262 -4.385
30 C 0.458 -1.221 -3.035
31 N 0.326 -0.056 -2.385
32 C 0.387 -2.497 -2.169
33 O 0.458 -3.579 -2.725
34 O 0.276 -2.302 -0.897
35 H 0.253 4.184 -2.190
36 H 0.691 2.099 -4.953
37 H 0.963 -0.055 -6.161
38 H 0.818 -2.218 -4.869

## Properties
HOMO (alpha / beta): -5.19 / -8.28 eV
Total charge: 0
E_LUMO (alpha / beta): -0.042 / -0.044 eV
2S+1: 2

---

- What is the formula in the first record?
  C13H16BrNO2S